The following is a DFT calculation (ωB97M-V with the def2-TZVPD basis set) of C6H13NO as an isolated structure in a non-equilibrium geometry.

Each line ends with the natural charge from an NBO analysis.
Atoms and positions in Å:
C  0.369  -0.613  -0.661  0.277
C  -0.301  0.047  1.111  -0.223
C  -0.588  -1.310  -1.594  -0.299
C  0.428  0.687  -1.211  -0.211
C  0.840  0.407  2.032  -0.646
C  -1.428  1.050  1.085  -0.644
N  -0.138  -0.612  -2.816  -0.638
O  1.492  -1.346  -0.347  -0.697
H  2.283  -0.796  -0.435  0.476
H  0.727  -1.058  -3.129  0.322
H  -0.671  -0.958  1.319  0.199
H  -1.630  -1.064  -1.371  0.193
H  -0.463  -2.399  -1.584  0.205
H  -0.474  1.240  -1.423  0.231
H  1.327  1.292  -1.122  0.198
H  1.632  -0.348  2.032  0.220
H  -1.069  2.059  0.865  0.199
H  -2.182  0.791  0.339  0.212
H  1.278  1.376  1.775  0.194
H  0.500  0.462  3.075  0.215
H  -1.931  1.095  2.060  0.217

Atomic forces in eV per Å
-1.851 0.899 3.969
0.413 -1.960 -1.400
0.411 0.067 0.706
0.465 -0.369 -3.112
0.172 -0.149 -0.011
0.016 0.015 -0.220
0.311 1.050 0.215
0.371 0.160 -0.529
-0.148 -0.084 0.120
0.021 0.099 0.177
-0.161 0.099 0.474
0.087 0.012 -0.091
-0.051 0.138 -0.114
-0.080 -0.167 0.360
0.082 0.009 -0.143
-0.078 0.060 -0.170
0.001 -0.004 -0.013
-0.016 0.021 0.031
0.001 0.021 0.036
-0.064 0.121 -0.157
0.096 -0.039 -0.128

## Properties
**Molecular weight**: 115.18 g/mol
**HOMO energy (spin up / spin down)**: -7.59 / -7.08 eV
**Gap between HOMO and LUMO (spin up / spin down)**: 0.29684 / 0.27848 Ha
**Relative energy (zero: lowest compared OMol25 entry of this formula, charge and spin)**: 131.9 kcal per mole